14
Properties=species:S:1:pos:R:3 method="wB97M-V/def2-TZVPD" total_charge=0 gap_ev="8.65 / 6.79" relative_energy_kcal_mol=28.2 total_energy_ev=-23683.9888
C 2.257 -0.564 -2.071
C 0.070 0.021 0.625
C -2.146 0.682 1.299
N -0.896 0.135 1.629
F -2.875 0.853 2.406
F -2.023 1.867 0.706
F -2.887 -0.083 0.473
S 0.749 -1.509 -1.777
H 2.208 -0.132 -3.068
H 3.113 -1.228 -1.990
H 2.333 0.229 -1.329
H 0.991 -0.438 0.920
H -0.943 -0.613 2.309
H 0.047 0.779 -0.131